No. 1
{
  "formula": "C4H13NO6PS",
  "method": "ωB97M-V/def2-TZVPD",
  "charge": 1,
  "lumo_ha": -0.231,
  "multiplicity": 1,
  "gap_ev": 6.50,
  "elements": ["N", "P", "O", "O", "S", "O", "C", "O", "C", "O", "C", "C", "O", "H", "H", "H", "H", "H", "H", "H", "H", "H", "H", "H", "H", "H"],
  "coordinates": [[4.2773, 1.1633, -0.7642], [3.6265, -0.3169, -0.4381], [4.9243, -1.2370, 0.3255], [3.2071, -1.1063, -1.9510], [1.8956, -0.2073, 0.8426], [1.3261, 1.4224, 0.9903], [0.4468, -1.1872, 0.0783], [-0.7083, -0.9758, 0.9750], [-1.9260, -1.6365, 0.4652], [-2.8263, -0.7630, -0.3037], [-3.3574, 0.3465, 0.5023], [-3.4862, 1.6431, -0.5463], [-2.5985, 2.7548, -0.1121], [5.2733, 1.1586, -0.3918], [5.1972, -0.6721, 1.1074], [3.2368, -0.4287, -2.7115], [1.0371, 1.4741, 1.9482], [0.7583, -2.3299, 0.0996], [0.1785, -0.8080, -1.0151], [-1.5452, -2.4708, -0.2991], [-2.4736, -2.2481, 1.3300], [-2.6612, 0.7106, 1.3700], [-4.4350, 0.1463, 0.9550], [-3.0936, 1.2794, -1.6134], [-4.6008, 1.9747, -0.7203], [-1.6853, 2.3273, -0.0846]],
  "atomic_forces_ev_per_a": [[-1.35, -3.25, 1.58], [6.67, 2.60, -4.82], [-3.63, 1.40, -0.39], [0.11, 1.81, 3.04], [-2.72, 0.81, 1.23], [0.82, -2.67, -0.04], [-2.23, -0.52, -0.77], [1.14, -0.40, -1.26], [-0.75, -1.99, -1.61], [1.80, -0.56, 2.87], [-1.18, 2.20, -0.22], [0.58, -1.06, -0.91], [0.12, -2.31, -0.35], [-1.56, 0.08, -0.51], [-0.37, -0.81, -1.00], [0.21, -0.89, 1.78], [0.45, -0.09, -1.04], [-0.15, 2.39, -0.09], [0.92, -0.72, 2.26], [-1.10, 1.84, 1.43], [1.29, 1.96, -1.49], [-1.10, -0.99, -1.67], [2.33, -0.11, -1.00], [-0.93, 0.54, 2.29], [2.44, -0.25, 0.81], [-1.78, 0.98, -0.12]]
}



No. 2
{
  "formula": "C4H13NOS",
  "method": "ωB97M-V/def2-TZVPD",
  "charge": -1,
  "lumo_ha": [0.123, 0.058],
  "multiplicity": 2,
  "gap_ev": [6.59, 4.78],
  "elements": ["C", "N", "C", "C", "S", "C", "H", "H", "H", "H", "H", "H", "H", "H", "H", "H", "H", "H", "H", "O"],
  "coordinates": [[-1.1385, 0.3142, 0.6172], [-0.5795, -1.0109, 0.4068], [-0.1010, -1.1909, -0.9427], [0.9347, -0.1017, -1.3793], [0.3431, 1.3129, -2.2437], [-2.4258, 0.5297, -0.1911], [-1.3470, 0.4082, 1.6756], [-0.3768, 1.0592, 0.3642], [3.7443, 1.5232, 1.3159], [-0.9870, -1.2651, -1.5849], [0.3901, -2.1610, -0.9687], [1.4730, 0.1546, -0.4666], [1.6364, -0.6397, -2.0013], [3.3934, 1.1960, 0.7265], [-2.9510, -0.4174, -0.3445], [-3.0827, 1.1743, 0.4162], [-2.2769, 1.0470, -1.1349], [0.3036, -1.0268, 0.9755], [1.5205, -0.6521, 2.8172], [1.5272, -0.2536, 1.9425]],
  "atomic_forces_ev_per_a": [[-0.21, -0.62, -0.48], [0.67, 0.02, -0.17], [-0.99, -0.10, 0.11], [-0.09, -0.62, 0.64], [-0.08, 0.12, -0.14], [-0.32, 0.45, 0.82], [0.10, 0.07, 0.20], [-0.08, 0.41, 0.08], [-0.19, -0.18, -0.55], [0.36, 0.25, -0.50], [0.18, -0.09, -0.09], [0.10, 0.21, 0.07], [0.29, 0.02, -0.58], [0.28, 0.25, 0.55], [0.08, 0.06, -0.07], [0.00, -0.13, -0.30], [0.10, -0.18, -0.22], [-0.25, 0.29, 0.79], [0.06, -0.03, 0.07], [-0.01, -0.20, -0.23]]
}



No. 3
{
  "formula": "C4H13NOS",
  "method": "ωB97M-V/def2-TZVPD",
  "smiles": "CSCCCN.O",
  "lumo_ha": 0.032,
  "multiplicity": 1,
  "gap_ev": 9.18,
  "elements": ["C", "C", "C", "S", "C", "N", "H", "H", "H", "H", "H", "H", "H", "H", "H", "H", "H", "H", "H", "O"],
  "coordinates": [[-1.3121, 0.8822, -1.1546], [-0.6968, 0.7607, 0.1954], [0.2600, -0.4232, 0.2862], [0.9630, -0.8834, 1.8742], [1.2298, 0.7146, 2.7584], [-0.2953, 1.2497, -2.1514], [-2.1382, 1.6036, -1.0742], [-1.7554, -0.0612, -1.4688], [-1.5199, 0.5843, 0.8875], [-0.2036, 1.6859, 0.5049], [1.0007, -0.2947, -0.5094], [-0.3139, -1.2943, -0.0430], [0.5957, 1.4361, 2.2618], [0.8751, 0.5707, 3.7784], [2.2916, 0.8497, 2.8498], [0.0702, 2.1647, -1.8912], [-0.7178, 1.4683, -3.0532], [0.7101, -3.4226, -2.0734], [0.7667, -3.7436, -0.6059], [0.1900, -3.8475, -1.3715]],
  "atomic_forces_ev_per_a": [[-0.21, 0.50, -0.95], [0.08, -0.66, 1.26], [-0.14, 0.14, -1.19], [-0.12, 0.13, 0.49], [-0.52, -1.55, 0.14], [-0.13, 0.78, -0.28], [0.06, 0.02, -0.18], [-0.02, -0.16, 0.08], [-0.02, 0.11, 0.32], [-0.09, 0.09, -0.24], [0.28, 0.04, 0.37], [0.07, -0.16, 0.25], [0.56, 0.52, 0.13], [-0.24, 0.00, -0.07], [0.32, 0.83, -0.47], [0.23, -0.17, 0.20], [-0.12, -0.47, 0.11], [-0.36, -0.20, 0.15], [-0.14, -0.11, 0.12], [0.51, 0.35, -0.25]]
}



No. 4
{
  "formula": "C4H13NOS",
  "method": "ωB97M-V/def2-TZVPD",
  "lumo_ha": -0.012,
  "multiplicity": 1,
  "gap_ev": 8.93,
  "elements": ["C", "O", "C", "N", "H", "H", "H", "H", "H", "H", "H", "H", "C", "C", "S", "H", "H", "H", "H", "H"],
  "coordinates": [[1.7037, 0.2669, -0.5406], [2.8803, 0.8639, 0.0007], [1.1281, 1.2461, -1.5599], [-0.0058, 0.7325, -2.3347], [0.9756, 0.0740, 0.2524], [1.9970, -0.6668, -1.0353], [3.2911, 0.2829, 0.6445], [0.8627, 2.1364, -0.9757], [1.8983, 1.5169, -2.2869], [-0.8347, -0.6255, -0.4848], [-0.2052, 1.4283, -3.0423], [-0.8248, 0.7020, -1.7183], [-1.5541, -1.7850, 1.6183], [-1.6215, -0.2770, 1.7628], [-1.9330, 0.6732, 0.2252], [-0.6931, -2.0609, 0.9930], [-2.4282, -2.2361, 1.1448], [-1.4123, -2.2284, 2.6092], [-0.7395, 0.0176, 2.3290], [-2.4847, -0.0609, 2.3987]],
  "atomic_forces_ev_per_a": [[0.52, -0.26, -0.46], [-0.09, 0.44, -0.05], [0.09, 0.29, 0.27], [-0.25, -0.02, 0.56], [0.01, -0.08, -0.03], [-0.36, -0.08, 0.00], [-0.13, -0.13, -0.02], [0.10, 0.15, -0.18], [0.14, -0.02, 0.29], [-2.60, 2.93, 1.12], [-0.09, -0.15, -0.21], [0.58, 0.14, -0.84], [0.20, -0.21, -0.38], [-0.97, -0.03, 0.71], [2.78, -3.86, -0.61], [-0.02, 0.00, 0.14], [-0.07, 0.21, 0.10], [-0.03, -0.03, -0.14], [0.12, 0.52, -0.36], [0.08, 0.17, 0.08]]
}



No. 5
{
  "formula": "C4H13NOS",
  "method": "ωB97M-V/def2-TZVPD",
  "smiles": "CN[C@@H](C)CS.O",
  "lumo_ha": 0.026,
  "multiplicity": 1,
  "gap_ev": 9.00,
  "elements": ["C", "N", "C", "C", "S", "C", "H", "H", "H", "H", "H", "H", "H", "H", "H", "H", "H", "H", "H", "O"],
  "coordinates": [[-2.5362, -0.3823, 0.1888], [-1.0987, -0.2164, 0.3333], [-0.4445, 0.8101, -0.4603], [0.4228, 0.1122, -1.5431], [2.2632, 0.2693, -1.4658], [0.3505, 1.7506, 0.4409], [-3.0761, 0.5488, 0.3267], [-2.8417, -1.1202, 0.9245], [-2.8024, -0.7481, -0.7965], [-0.8125, -0.2080, 1.2985], [-1.1905, 1.2840, -1.0906], [0.1877, 0.5064, -2.5233], [0.2360, -0.9440, -1.5550], [2.5096, -0.9995, -1.1976], [0.7029, 2.5883, -0.1399], [1.1517, 1.1913, 0.9019], [-0.2800, 2.1115, 1.2637], [-1.7304, -2.7935, 3.3207], [-0.3194, -2.8064, 2.6952], [-0.9414, -2.2502, 3.1698]],
  "atomic_forces_ev_per_a": [[0.68, 0.04, 0.18], [-0.08, -0.41, -0.02], [0.45, -1.04, 0.02], [0.94, 0.53, -0.32], [-0.30, 0.34, 0.00], [-1.15, -0.10, 0.00], [-0.36, 0.32, 0.23], [-0.27, 0.01, 0.03], [0.08, -0.21, -0.26], [-0.12, 0.08, 0.13], [-0.38, 0.67, 0.41], [-0.17, 0.08, -0.22], [-0.32, -0.38, 0.05], [0.14, -0.43, 0.16], [0.48, 0.29, 0.05], [0.44, 0.03, -0.08], [-0.04, 0.10, -0.32], [0.41, 0.16, -0.11], [-0.02, -0.11, -0.08], [-0.40, 0.01, 0.15]]
}



No. 6
{
  "formula": "C4H13NOS",
  "method": "ωB97M-V/def2-TZVPD",
  "lumo_ha": -0.147,
  "multiplicity": 1,
  "gap_ev": 4.18,
  "elements": ["C", "C", "S", "C", "N", "C", "H", "H", "H", "H", "H", "H", "H", "H", "H", "H", "H", "H", "H", "O"],
  "coordinates": [[-0.1994, -0.1192, -1.5887], [-0.9603, -0.7985, -0.4382], [-2.4002, 0.1366, -0.0499], [0.2181, 1.3587, -1.2542], [1.1282, 1.5149, -0.1960], [0.5087, 1.3768, 1.1327], [-0.9815, -0.1087, -2.3423], [0.6696, -0.6468, -1.9751], [-0.9412, -1.8694, -0.7105], [-0.5779, -0.9029, 0.5956], [-2.2949, -3.1538, 2.9213], [-0.7647, 1.8069, -1.0369], [0.5732, 1.8385, -2.1784], [-2.2609, -3.8437, 3.1368], [0.9937, 2.1424, 1.7423], [-0.5681, 1.5858, 1.1459], [0.6307, 0.3854, 1.5662], [3.1563, -0.6982, -0.1603], [1.8834, 0.7518, -0.1931], [2.1871, -0.7567, -0.1174]],
  "atomic_forces_ev_per_a": [[-0.25, -0.50, 0.22], [0.43, 1.03, 0.38], [-0.31, -0.63, -0.29], [-0.16, -0.14, -0.73], [-2.23, 0.05, 1.01], [0.44, 1.23, -0.40], [0.18, 0.46, -0.52], [0.00, -0.22, 0.35], [-0.72, 0.03, -0.01], [0.91, 0.11, -0.40], [-0.04, 0.67, -0.21], [-0.05, 0.10, 0.54], [0.33, -0.41, 0.18], [0.04, -0.66, 0.20], [0.19, -0.42, 0.42], [-0.02, -0.06, -0.38], [0.19, -0.21, -0.03], [-0.29, 0.04, -0.02], [1.27, -1.29, -0.36], [0.08, 0.82, 0.03]]
}



No. 7
{
  "formula": "C4H13NOS",
  "method": "ωB97M-V/def2-TZVPD",
  "smiles": "CSCCCN.O",
  "lumo_ha": 0.030,
  "multiplicity": 1,
  "gap_ev": 9.33,
  "elements": ["C", "C", "C", "S", "C", "N", "H", "H", "H", "H", "H", "H", "H", "H", "H", "H", "H", "H", "H", "O"],
  "coordinates": [[1.1715, -0.2104, -1.5283], [-0.3664, -0.4999, -1.3369], [-1.1632, 0.8264, -1.2614], [-2.6234, 0.6941, -0.1448], [-1.8118, 0.8316, 1.4997], [1.8834, -0.0712, -0.2165], [1.5548, -1.0221, -2.1263], [1.2562, 0.7530, -2.0667], [-0.6889, -1.0552, -2.2337], [-0.5861, -1.1386, -0.4131], [-0.4310, 1.6167, -1.1188], [-1.5955, 0.9221, -2.2952], [-1.6522, 1.8690, 1.8070], [-0.9674, 0.1647, 1.7130], [-2.6408, 0.5036, 2.1503], [2.5413, 0.7005, -0.2055], [2.4329, -0.8536, 0.0895], [1.3948, -1.7280, 1.8877], [1.1270, -0.6782, 2.9839], [1.1645, -1.6247, 2.8160]],
  "atomic_forces_ev_per_a": [[-0.84, 0.00, 1.34], [0.57, -0.29, 0.70], [-0.68, -1.39, -1.25], [1.54, 0.57, 0.12], [-1.44, -0.18, 0.39], [-0.36, 0.72, -0.40], [0.52, -0.11, -0.29], [0.17, -0.61, 0.09], [-0.05, 0.00, 0.49], [0.60, 0.76, -1.28], [-0.57, 0.51, 0.56], [0.22, 0.47, 1.03], [0.42, -0.15, -0.40], [-0.11, 0.26, -0.50], [0.37, -0.05, -0.03], [-0.25, 0.04, -0.20], [-0.05, -0.60, -0.38], [-0.11, 0.28, 0.03], [0.06, -0.01, -0.22], [-0.02, -0.20, 0.19]]
}



No. 8
{
  "formula": "C4H13NOS",
  "method": "ωB97M-V/def2-TZVPD",
  "charge": 1,
  "lumo_ha": [-0.144, -0.332],
  "multiplicity": 2,
  "gap_ev": [8.52, 3.36],
  "elements": ["C", "C", "C", "S", "C", "N", "H", "H", "H", "H", "H", "H", "H", "H", "H", "H", "H", "H", "H", "O"],
  "coordinates": [[0.5545, 1.2754, 0.7475], [0.8377, -0.1939, 1.1781], [0.4372, -1.1447, 0.0284], [1.5513, -1.1843, -1.3720], [-0.9678, 1.5740, 0.6820], [-1.3363, 2.2649, 1.9166], [1.0309, 1.4568, -0.2027], [0.9738, 1.9754, 1.4839], [0.2382, -0.4626, 2.0558], [1.9028, -0.2852, 1.3652], [-0.5957, -0.9477, -0.3365], [0.4068, -2.1569, 0.4741], [2.7111, -1.3508, -0.7138], [-1.5474, 0.6479, 0.5823], [-1.1477, 2.1995, -0.1907], [-0.9134, 1.8401, 2.7310], [-2.3358, 2.3148, 2.0499], [-2.9271, -0.5764, -1.6811], [-1.5219, -0.8767, -2.0924], [-2.2155, -1.2193, -1.5007]],
  "atomic_forces_ev_per_a": [[-0.87, -0.55, 0.81], [0.04, 1.12, -0.81], [-0.50, -0.12, 0.39], [-0.70, -0.04, 0.51], [0.62, -0.08, 0.60], [0.08, 0.28, -0.36], [0.27, 0.15, -0.43], [0.07, -0.23, -0.27], [0.30, -0.07, -0.14], [0.12, -0.27, 0.45], [0.74, -0.15, -0.01], [0.24, -0.13, -0.43], [0.16, 0.00, 0.17], [0.10, -0.06, -0.34], [-0.29, 0.15, 0.10], [-0.12, -0.07, 0.02], [-0.04, -0.01, 0.06], [0.05, -0.52, 0.28], [-0.43, -0.37, -0.01], [0.17, 0.96, -0.59]]
}



No. 9
{
  "formula": "C4H13NOS2",
  "method": "ωB97M-V/def2-TZVPD",
  "lumo_ha": -0.146,
  "multiplicity": 1,
  "gap_ev": 4.51,
  "elements": ["N", "C", "C", "C", "S", "S", "C", "H", "H", "H", "H", "H", "H", "H", "H", "H", "H", "H", "H", "H", "O"],
  "coordinates": [[-0.6833, -2.3132, -2.1488], [-0.0597, -1.7171, -0.9770], [-1.0475, -1.6987, 0.2020], [0.5284, -0.2934, -1.1375], [-0.6970, 0.8038, -1.7737], [0.9936, -0.2911, 2.1209], [1.1153, 1.5108, 2.3955], [-1.1769, -1.6138, -2.6790], [-0.0363, -2.8873, -2.6748], [0.8059, -2.3527, -0.7334], [-0.8450, -2.2780, 1.0981], [-2.0351, -1.9383, -0.1935], [-1.0438, -0.6424, 0.5324], [1.4320, -0.4274, -1.7420], [0.8547, 0.1046, -0.1317], [2.0117, 1.6857, 2.9879], [1.1982, 1.9739, 1.4104], [0.2162, 1.8852, 2.8728], [-0.2955, 2.7715, -0.0261], [-0.8538, 4.1848, 0.0399], [-0.3819, 3.5332, 0.5577]],
  "atomic_forces_ev_per_a": [[0.37, 0.00, 0.42], [0.54, -0.81, 1.42], [-0.43, 1.04, -0.35], [-1.45, -1.01, -2.14], [1.10, -0.09, 0.61], [0.17, 0.94, -0.88], [-0.21, -1.09, -0.05], [-0.02, -0.10, -0.44], [-0.20, 0.45, -0.28], [-0.21, 0.05, 0.07], [0.27, -0.39, -0.29], [-0.02, -0.02, 0.27], [-0.56, -0.34, 0.19], [0.21, 0.91, 0.16], [0.26, -0.03, 1.42], [0.02, 0.22, -0.14], [0.22, 0.17, 0.12], [0.03, 0.05, 0.04], [-0.11, -0.02, -0.22], [-0.13, 0.19, -0.16], [0.15, -0.14, 0.23]]
}



No. 10
{
  "formula": "C4H13NOS2",
  "method": "ωB97M-V/def2-TZVPD",
  "smiles": "CN[C@H](C)CSS.O",
  "lumo_ha": 0.025,
  "multiplicity": 1,
  "gap_ev": 9.34,
  "elements": ["S", "S", "C", "C", "C", "N", "C", "H", "H", "H", "H", "H", "H", "H", "H", "H", "H", "H", "H", "H", "O"],
  "coordinates": [[-0.9186, 1.1129, 3.5527], [-1.9953, 0.5102, 1.9360], [-0.8425, -0.3449, 0.8223], [-0.8539, 0.0242, -0.6277], [-0.9990, 1.5940, -0.7770], [0.4908, -0.3892, -1.1902], [0.6556, -1.9137, -1.2881], [-0.1086, 2.1151, 3.1310], [-0.8891, -1.4603, 0.9660], [0.2339, -0.1356, 1.2475], [-1.5676, -0.5046, -1.2990], [-0.7766, 2.0451, -1.7814], [-0.3304, 1.9418, -0.0402], [-1.9598, 1.9862, -0.6213], [0.6691, -0.1009, -2.2200], [1.4332, -2.1151, -1.9636], [-0.2165, -2.6116, -1.6706], [0.9509, -2.2791, -0.3081], [2.0872, 0.4375, 0.0627], [2.6568, -0.3893, 1.1206], [2.2804, 0.4773, 0.9482]],
  "atomic_forces_ev_per_a": [[0.44, -0.24, 0.44], [-0.34, 0.20, -0.49], [2.44, -1.62, 1.98], [0.44, 1.34, -2.77], [0.89, -1.50, -1.80], [0.30, -1.44, -2.36], [-2.02, 0.35, 0.72], [-0.39, -0.09, -0.35], [-0.48, 0.96, -0.18], [-2.04, 0.04, -0.94], [-0.27, 0.28, 1.00], [0.45, -0.95, 0.69], [0.80, 1.08, 0.71], [-1.47, 0.04, 0.82], [-1.10, -0.01, 2.37], [1.26, -0.10, -0.83], [1.00, 1.83, 0.77], [-0.05, -0.18, 0.06], [-1.18, -0.09, -3.70], [0.13, -0.02, 0.26], [1.19, 0.13, 3.60]]
}



Largest force on an atom (eV/A)
8.6 1.0 1.6 4.8 1.2 2.4 2.0 1.4 2.8 3.9
Energy (eV)
-38245.066 -18729.382 -18731.224 -18729.129 -18731.017 -18724.284 -18730.989 -18722.279 -29562.398 -29565.688